1.
DFT (ωB97M-V/def2-TZVPD) results for a structure of composition C23H51AgN4OPV in a non-equilibrium geometry.

Geometry as XYZ:
```
82
Properties=species:S:1:pos:R:3:lowdin_charge:R:1
Ag -0.670 4.457 -2.010 0.965
V 0.165 0.700 -1.195 0.883
P -0.309 -0.946 1.636 1.056
O 0.188 4.516 0.555 0.132
N -0.156 -0.395 0.093 -0.231
N -1.020 0.486 -2.676 -0.154
N 1.955 0.725 -1.793 -0.166
N 0.085 2.316 -0.361 -0.005
C 2.184 -0.620 -2.332 -0.134
C 0.555 -3.296 2.938 -0.061
C -2.091 -1.495 1.882 -0.586
C 0.879 -2.388 1.737 -0.597
C 1.380 1.168 2.321 -0.088
C 0.052 3.548 -0.161 -0.526
C 4.356 1.118 -2.443 -0.033
C -3.172 0.837 -3.944 -0.047
C 3.096 1.667 -1.772 -0.624
C -2.494 0.519 -2.618 -0.637
C -3.046 -0.418 1.340 -0.081
C 0.810 -3.198 0.433 -0.077
C -2.951 -0.865 -2.170 -0.033
C 0.404 -0.106 4.243 -0.054
C -2.345 -2.783 1.083 -0.075
C 0.138 0.432 2.832 -0.587
C -0.965 1.499 2.844 -0.067
C 2.331 -1.896 1.844 -0.078
C -0.385 0.341 -3.973 -0.123
C 2.702 2.955 -2.490 -0.042
C -2.929 1.585 -1.611 -0.059
C -2.414 -1.731 3.371 -0.061
C 3.429 2.021 -0.326 -0.031
H -0.118 -3.760 0.307 0.071
H -1.762 -2.482 3.834 0.075
H -2.787 2.601 -2.014 0.063
H 2.594 -1.226 1.011 0.074
H -0.406 -3.817 2.832 0.071
H 1.297 -0.739 4.301 0.077
H -3.996 1.444 -1.391 0.111
H 1.336 -4.072 3.025 0.111
H 3.008 -2.768 1.781 0.108
H -1.153 1.863 1.826 0.066
H 4.359 2.609 -0.286 0.108
H -3.163 0.441 2.003 0.074
H 2.392 -0.641 -3.419 0.105
H -3.430 -2.967 1.049 0.107
H 4.182 0.912 -3.505 0.097
H -3.441 -2.117 3.439 0.110
H 4.711 0.219 -1.931 0.093
H -4.023 -0.873 -1.931 0.108
H -0.249 -0.702 -4.336 0.113
H 5.150 1.876 -2.374 0.106
H -1.892 -3.669 1.542 0.076
H -2.721 -0.063 0.358 0.023
H 2.289 0.559 2.267 0.067
H 0.613 0.801 -3.943 0.062
H 3.559 3.640 -2.530 0.107
H -4.045 -0.858 1.209 0.108
H -2.362 1.553 -0.673 0.036
H -2.377 -1.191 -1.296 0.036
H 0.554 -2.739 3.883 0.073
H 2.550 -1.403 2.798 0.074
H 1.173 1.570 1.328 0.020
H -1.891 1.166 3.322 0.074
H -4.259 0.864 -3.794 0.109
H 1.580 2.024 2.981 0.114
H -0.445 -0.655 4.657 0.071
H -2.992 0.074 -4.703 0.096
H 1.294 -1.255 -2.166 0.064
H -0.952 0.855 -4.763 0.084
H 3.028 -1.156 -1.852 0.103
H 3.593 1.107 0.258 0.087
H -2.885 1.815 -4.333 0.088
H 0.577 0.753 4.905 0.109
H -2.381 -0.811 3.964 0.073
H 2.644 2.616 0.156 0.063
H -0.590 2.352 3.426 0.107
H 0.928 -2.551 -0.442 0.049
H -2.761 -1.589 -2.976 0.104
H -2.004 -2.694 0.044 0.067
H 1.629 -3.933 0.403 0.107
H 2.398 2.755 -3.523 0.091
H 1.887 3.510 -2.006 0.032
```

Calculated values
Relative energy (zero: lowest compared OMol25 entry of this formula, charge and spin), eV: 0.827
HOMO level (spin up / spin down), eV: -14.44 / -14.43
HOMO-LUMO gap (spin up / spin down), eV: 5.89 / 5.87
E_LUMO (spin up / spin down), eV: -8.56 / -8.56
Total charge: +2

***

2.
DFT (ωB97M-V/def2-TZVPD) results for a structure of composition C23H51Al2BrCl3FO9PS3 in a non-equilibrium geometry.

Geometry as XYZ:
```
94
Properties=species:S:1:pos:R:3:lowdin_charge:R:1
Br -2.849 -1.339 1.185 0.580
Cl 0.348 2.065 3.167 0.529
Cl -4.976 2.764 0.668 -0.128
Cl 1.398 4.577 2.110 0.513
S -5.129 1.150 -5.103 0.586
S 3.859 1.399 5.129 0.799
S -1.067 3.039 -1.472 0.854
P 0.431 -1.638 -1.701 0.561
Al -2.959 -2.614 -4.249 1.022
Al 6.168 -3.327 1.020 1.058
F -2.400 1.413 -5.833 -0.483
O -5.806 0.245 -4.202 -0.318
O -6.214 2.099 -5.807 -0.254
O 5.454 2.307 9.638 0.034
O -4.019 1.946 -4.668 -0.309
O 2.935 -2.423 -2.477 -0.193
O 6.770 -3.476 -1.279 -0.101
O -0.507 1.738 -0.967 -0.587
O 4.692 -3.654 -3.245 -0.093
O 5.028 0.736 4.475 -0.576
C 4.133 1.346 6.908 -0.276
C 1.939 -1.482 -2.915 -0.315
C 5.257 3.372 10.394 -0.562
C -7.115 2.838 -4.970 -0.257
C -2.800 3.123 -0.963 -0.392
C -2.249 -4.378 -1.665 -0.046
C 3.321 -3.305 -3.518 -0.227
C -2.858 -5.697 -1.843 -0.033
C 2.499 0.218 5.115 -0.307
C -4.657 0.258 -6.554 -0.152
C -3.063 -3.160 -1.770 -0.399
C -1.396 2.841 -3.233 -0.262
C -4.513 -3.228 -2.097 -0.117
C -5.091 -4.556 -2.263 -0.048
C 1.092 2.869 1.777 -1.013
C 4.755 -4.663 -2.248 -0.155
C 4.178 4.256 9.711 -0.026
C -6.446 4.058 -4.366 -0.069
C -1.226 -1.744 -0.595 -0.471
C -4.297 -5.783 -2.123 -0.035
C -2.498 -1.705 -1.562 -0.370
C 5.580 -4.207 -0.979 -0.376
C 6.584 4.171 10.459 -0.026
H -2.290 -1.201 -2.554 0.033
H 0.131 -0.232 -1.881 0.013
H -7.940 3.158 -5.608 0.122
H 1.249 -1.275 -0.551 0.005
H 4.462 4.547 8.697 0.087
H -5.111 -2.291 -2.183 0.131
H -1.274 -0.801 0.063 -0.021
H -2.203 -6.586 -1.721 0.110
H -0.373 -2.044 -2.855 -0.029
H -6.186 -4.604 -2.492 0.121
H -5.960 4.654 -5.140 0.087
H 0.795 -3.024 -1.427 -0.002
H -4.315 0.965 -7.305 0.077
H 1.561 -1.684 -3.958 0.100
H 4.928 3.239 11.437 0.134
H -2.005 1.952 -3.403 0.026
H -4.770 -6.780 -2.249 0.110
H 5.272 -5.562 -2.676 0.149
H -3.848 -0.415 -6.284 0.004
H 3.325 -2.848 -4.540 0.151
H 2.188 0.067 4.083 0.012
H 6.544 -2.525 -1.390 0.125
H 6.943 4.459 9.468 0.088
H 4.978 1.991 7.147 0.038
H 2.829 -0.732 5.538 0.054
H -1.215 -2.609 0.137 0.046
H 4.027 5.173 10.288 0.090
H -3.281 -1.082 -1.062 0.037
H -2.837 3.213 0.122 -0.046
H 4.861 -3.617 -0.309 0.013
H 7.369 3.590 10.947 0.083
H -1.157 -4.299 -1.432 0.095
H -7.537 2.194 -4.195 0.115
H -0.443 2.732 -3.752 0.055
H 6.441 5.088 11.038 0.089
H 5.873 -5.144 -0.405 0.125
H -7.178 4.678 -3.846 0.083
H -1.912 3.725 -3.607 0.067
H -5.518 -0.308 -6.911 0.074
H 2.690 -4.240 -3.576 0.149
H 3.220 3.736 9.659 0.080
H 2.277 -0.415 -2.888 0.107
H -5.677 3.769 -3.649 0.066
H 2.036 2.380 1.551 0.030
H 0.425 2.784 0.927 -0.029
H 3.748 -5.012 -1.883 0.145
H 3.244 1.710 7.424 0.055
H -3.321 2.216 -1.272 0.020
H -3.267 3.998 -1.415 0.058
H 4.357 0.325 7.220 0.063
H 1.662 0.616 5.690 0.048
```

Calculated values
HOMO level, eV: -8.34
HOMO-LUMO gap, eV: 0.96
E_LUMO, eV: -7.38
Total charge: +1

***

3.
DFT (ωB97M-V/def2-TZVPD) results for a structure of composition C23H51AlNO5S in a non-equilibrium geometry.

Geometry as XYZ:
```
82
Properties=species:S:1:pos:R:3:lowdin_charge:R:1
S -3.074 6.432 -3.121 0.476
Al -2.290 2.787 -2.501 0.175
O 4.136 4.271 1.178 -0.092
O -0.257 4.013 1.315 -0.108
O -5.423 -4.848 0.240 -0.090
O 4.741 3.041 5.294 -0.095
O -0.990 -4.673 -0.549 -0.093
N -3.725 3.977 -1.873 0.021
C -0.535 3.796 -2.139 -0.187
C -2.633 -6.346 -1.115 -0.099
C -2.384 0.975 -1.584 -0.277
C -1.111 -1.903 -2.513 -0.086
C 4.775 1.276 -1.961 -0.077
C 4.863 1.861 6.081 -0.317
C 0.487 4.411 -1.848 -0.061
C -1.162 -5.980 -1.082 -0.321
C 2.063 -1.304 -3.201 -0.189
C 3.407 -0.492 -3.341 -0.111
C -3.368 5.063 -2.241 -0.934
C -0.325 -0.530 -2.327 -0.350
C -0.976 0.345 -1.176 -0.269
C 3.589 0.792 -2.860 -0.330
C 3.546 1.109 6.111 -0.090
C -1.190 3.625 2.317 -0.322
C 2.476 1.875 -3.205 -0.063
C -7.209 -6.392 0.748 -0.099
C 2.937 2.346 2.000 -0.080
C 4.257 3.092 1.970 -0.318
C 1.186 -0.913 -1.946 -0.178
C -2.032 2.463 1.829 -0.086
C -6.360 -5.234 1.238 -0.323
H 4.854 2.405 -2.042 0.074
H -3.009 1.014 -0.634 0.039
H -3.192 -5.629 -1.721 0.076
H 2.754 1.733 6.534 0.074
H -1.230 -2.119 -3.613 0.073
H 5.646 1.243 5.639 0.113
H -2.554 2.579 -4.077 -0.072
H -2.778 -7.347 -1.529 0.071
H -0.537 -2.769 -2.067 0.053
H -0.294 1.165 -0.809 0.081
H -2.136 -1.870 -2.052 0.070
H 1.762 1.461 -3.976 0.084
H -1.821 4.486 2.565 0.105
H 4.294 -0.986 -3.845 0.094
H 3.450 4.820 1.576 0.080
H 4.566 3.374 2.980 0.081
H 3.016 1.435 2.599 0.062
H -0.598 -6.689 -0.466 0.103
H -5.922 -4.586 -0.543 0.086
H -3.062 -6.316 -0.110 0.062
H -2.925 0.250 -2.267 0.041
H 5.174 2.143 7.092 0.104
H 1.862 2.036 -2.264 0.057
H 3.236 0.840 5.100 0.066
H 3.630 0.198 6.708 0.072
H -6.579 -7.246 0.492 0.074
H -5.801 -5.521 2.130 0.111
H 4.511 1.070 -0.879 0.075
H -0.743 -5.989 -2.089 0.112
H 1.190 -1.810 -1.249 0.110
H -2.580 2.737 0.923 0.060
H 5.039 2.469 1.531 0.106
H -7.928 -6.700 1.510 0.071
H -1.158 -0.346 -0.289 0.106
H 5.758 0.818 -2.258 0.072
H -2.750 2.149 2.591 0.072
H -0.627 3.342 3.209 0.101
H 2.957 2.818 -3.573 0.083
H 1.475 -1.149 -4.166 0.107
H -1.397 1.612 1.572 0.070
H 2.343 -2.402 -3.216 0.104
H 4.055 3.588 5.693 0.087
H 2.626 2.076 0.988 0.070
H -6.986 -4.370 1.486 0.108
H -0.348 0.002 -3.319 0.125
H 1.479 4.633 -1.386 0.036
H -1.354 -4.671 0.344 0.086
H 1.579 -0.049 -1.346 0.092
H -0.759 4.271 0.527 0.052
H 2.147 2.975 2.419 0.064
H -7.755 -6.114 -0.158 0.072
```

Calculated values
HOMO level, eV: -5.24
HOMO-LUMO gap, eV: 7.39
E_LUMO, eV: 2.15
Total charge: -1

***

4.
DFT (ωB97M-V/def2-TZVPD) results for a cluster of 6 separate species, C23H51F9O19S6 in total in a non-equilibrium geometry.

Geometry as XYZ:
```
108
Properties=species:S:1:pos:R:3:lowdin_charge:R:1
S 0.909 0.038 -5.785 0.605
S -1.803 -3.332 1.542 0.608
S 6.040 0.188 5.042 0.600
S -0.749 -5.751 -3.248 0.605
S -0.671 0.139 5.910 0.601
S 1.395 5.239 1.032 0.999
F -0.091 5.610 1.765 -0.192
F 1.979 4.958 2.601 -0.183
F 1.623 3.141 -1.464 0.061
F 2.894 4.952 0.377 -0.148
F 0.696 5.650 -0.419 -0.156
F 1.843 6.836 1.213 -0.154
F 1.873 2.681 1.633 0.039
F 0.728 1.394 -0.314 0.027
F -0.334 3.209 1.703 0.055
O 7.272 0.365 4.319 -0.280
O -2.385 3.293 -2.995 -0.049
O -1.825 0.528 6.678 -0.279
O -0.203 -3.250 1.748 -0.259
O 0.405 -5.918 -2.403 -0.287
O -1.343 -7.212 -3.610 -0.266
O -0.705 -4.954 -4.447 -0.282
O -3.116 5.565 -2.178 0.031
O -2.666 5.128 -4.370 0.108
O 0.909 -1.272 -5.191 -0.273
O 0.406 -0.078 -7.317 -0.262
O -2.108 -4.431 0.662 -0.286
O 0.245 1.155 -5.163 -0.291
O 5.758 0.914 6.253 -0.285
O -2.307 -2.004 1.303 -0.289
O 0.558 1.127 6.268 -0.266
O 4.804 0.377 4.017 -0.265
O -0.185 -1.217 5.897 -0.289
O -5.289 4.784 -1.552 -0.127
C -5.804 3.438 -1.384 -0.234
C -0.900 0.671 4.236 -0.116
C 4.377 1.701 3.699 -0.269
C -0.948 3.166 -2.652 -0.092
C 0.869 3.455 0.956 -0.299
C 5.808 -1.541 5.347 -0.120
C 0.925 1.292 7.637 -0.265
C -0.885 3.043 -1.057 -0.036
C 0.554 -8.617 -4.203 -0.077
C 0.668 -1.789 0.012 -0.077
C 5.292 2.350 2.677 -0.066
C -2.720 4.662 -3.199 -0.416
C 0.639 -3.188 0.597 -0.253
C -0.838 -0.727 -7.579 -0.266
C -2.213 -3.800 3.199 -0.110
C 0.628 2.831 -0.495 -0.288
C 2.581 0.503 -6.138 -0.119
C -2.104 -5.203 -2.249 -0.128
C 1.753 0.123 8.136 -0.069
C -3.915 4.908 -1.152 -0.197
C -2.014 0.186 -7.287 -0.074
C -0.731 -7.954 -4.663 -0.272
C -7.307 3.542 -0.763 -0.081
H -0.914 -1.662 -7.017 0.117
H -3.300 -3.849 3.275 0.079
H 0.035 0.537 3.692 0.071
H -7.759 4.583 -0.865 0.080
H -1.778 -4.776 3.408 0.078
H 2.575 1.410 -6.741 0.076
H 0.936 -9.291 -4.973 0.080
H 4.299 2.312 4.603 0.119
H 2.143 0.326 9.136 0.083
H -2.248 -5.909 -1.432 0.068
H -0.841 -0.987 -8.640 0.123
H -7.180 3.343 0.370 0.077
H 3.373 1.618 3.278 0.104
H -1.681 0.054 3.790 0.073
H -2.948 -0.271 -7.622 0.081
H 0.040 1.445 8.261 0.116
H 3.069 -0.314 -6.668 0.076
H 1.325 -7.873 -3.992 0.071
H 6.281 2.540 3.101 0.074
H -0.606 2.198 -3.147 0.128
H -7.995 2.710 -1.143 0.076
H 3.085 0.689 -5.189 0.076
H -1.252 4.030 -0.577 0.119
H -5.217 2.783 -0.657 0.118
H -2.997 -5.139 -2.870 0.078
H 4.845 -1.687 5.835 0.070
H -3.902 5.629 -0.246 0.161
H -1.518 2.204 -0.612 0.150
H 5.848 -2.075 4.398 0.076
H 1.419 -1.716 -0.778 0.087
H -3.425 3.943 -0.794 0.117
H 1.645 -3.461 0.925 0.127
H -1.445 -8.725 -4.962 0.122
H 4.879 3.303 2.340 0.073
H -1.890 1.150 -7.787 0.086
H 2.590 -0.075 7.461 0.077
H -1.203 1.717 4.237 0.072
H -1.853 -4.221 -1.851 0.061
H 0.390 -9.183 -3.283 0.085
H 5.432 1.696 1.812 0.089
H 1.154 -0.789 8.185 0.072
H 1.522 2.205 7.696 0.124
H -0.558 -7.319 -5.536 0.115
H 0.334 -3.925 -0.152 0.106
H -5.814 2.925 -2.421 0.132
H -0.447 4.106 -3.066 0.157
H -1.826 -3.046 3.885 0.065
H 6.614 -1.877 5.999 0.077
H -0.301 -1.523 -0.417 0.071
H 0.892 -1.051 0.786 0.072
H -2.100 0.386 -6.217 0.070
```

Calculated values
SMILES string: CCOCOC(=O)OCCC(F)(F)C(F)(F)S(F)(F)(F)(F)F.CCOS(C)(=O)=O.CCOS(C)(=O)=O.CCOS(C)(=O)=O.CCOS(C)(=O)=O.CCOS(C)(=O)=O
HOMO level, eV: -10.43
HOMO-LUMO gap, eV: 8.62
E_LUMO, eV: -1.81

***

5.
DFT (ωB97M-V/def2-TZVPD) results for a cluster of 3 separate species, C23H52BFO10 in total.

Geometry as XYZ:
```
87
Properties=species:S:1:pos:R:3:lowdin_charge:R:1
F 0.775 -4.900 -0.358 0.051
O -3.904 -2.220 1.768 -0.137
O -1.016 1.104 -4.888 -0.193
O -1.628 -4.625 0.514 -0.116
O 1.513 -3.116 0.670 -0.040
O -0.117 -1.838 -3.425 -0.195
O 0.785 6.179 -0.026 -0.191
O 2.958 -0.085 2.070 0.153
O 0.148 3.501 1.254 -0.127
O 0.788 -0.975 -6.180 -0.116
O -1.076 5.890 2.686 -0.191
C 1.435 -0.727 -4.945 -0.181
C -0.665 -3.977 1.314 -0.128
C -0.461 2.399 -4.895 -0.117
C 0.702 4.253 2.321 -0.184
C -0.621 -0.879 -6.266 -0.184
C -2.468 5.765 2.886 -0.113
C -2.223 -0.484 2.129 -0.069
C -3.632 -3.584 1.523 -0.179
C 2.154 6.425 -0.263 -0.111
C 1.686 -0.338 -0.117 0.020
C -0.656 -3.141 -3.327 -0.095
C 1.745 -2.309 1.826 -0.232
C 1.226 -1.765 -3.862 -0.195
C -1.198 0.518 -6.165 -0.197
C -2.753 -3.801 0.279 -0.171
C 2.723 -3.688 5.229 -0.110
C 2.213 -3.937 3.813 -0.251
C 0.779 -4.276 0.864 -0.337
C 0.241 5.055 -0.689 -0.199
C 2.766 -2.915 2.790 -0.135
C -0.290 4.876 3.282 -0.198
C -3.091 -1.577 2.728 -0.273
C -0.570 4.161 0.226 -0.179
B 2.157 -0.870 1.287 -0.439
H 3.246 -2.113 3.352 0.104
H 2.291 7.094 -1.118 0.087
H 1.574 -2.740 -4.217 0.125
H -1.236 3.161 -5.032 0.086
H 3.556 -3.372 2.192 0.132
H 1.421 4.991 1.963 0.112
H 0.018 2.559 -3.928 0.081
H -1.728 -3.075 -3.522 0.086
H -0.434 5.412 -1.478 0.128
H 1.853 -1.477 -3.008 0.114
H -0.220 -3.826 -4.060 0.090
H -2.771 6.215 3.837 0.087
H -1.576 -0.090 2.916 0.078
H 1.030 4.464 -1.168 0.119
H 2.873 0.841 1.842 0.098
H -0.768 1.149 -6.949 0.122
H 1.410 0.719 -0.056 0.062
H 2.710 5.499 -0.438 0.086
H -0.922 4.093 3.714 0.122
H -2.816 0.338 1.734 0.077
H 1.214 0.275 -4.572 0.111
H -3.750 -1.118 3.471 0.117
H -0.507 -3.538 -2.318 0.076
H -0.826 -2.897 1.290 0.105
H -2.788 4.719 2.863 0.086
H -0.772 -4.308 2.353 0.124
H -0.954 3.351 -0.400 0.128
H 0.814 -2.129 2.388 0.145
H -3.333 -4.288 -0.503 0.124
H -2.277 0.439 -6.351 0.126
H 2.502 -0.746 -5.185 0.129
H 2.136 -4.242 5.962 0.068
H -2.459 -2.287 3.270 0.109
H -4.597 -4.063 1.351 0.122
H 2.561 -4.929 3.511 0.102
H -1.582 -0.852 1.327 0.057
H 1.268 3.521 2.905 0.125
H -3.188 -4.082 2.388 0.121
H 2.575 -0.369 -0.757 0.078
H 0.297 2.511 -5.676 0.088
H -1.439 4.689 0.621 0.112
H 0.898 -0.928 -0.575 0.057
H 1.123 -3.976 3.786 0.092
H 0.289 5.329 4.097 0.128
H 3.761 -4.002 5.336 0.074
H -2.967 6.295 2.075 0.088
H -0.857 -1.233 -7.273 0.128
H -2.458 -2.822 -0.115 0.127
H 2.566 6.908 0.624 0.086
H 1.257 -4.975 1.556 0.146
H 2.671 -2.631 5.492 0.071
H -1.115 -1.558 -5.569 0.113
```

Calculated values
SMILES string: CCC[C@H](O[C@H](F)COCCOCC)B(C)O.COCCOCCOC.COCCOCCOC
HOMO level, eV: -8.93
HOMO-LUMO gap, eV: 9.35
E_LUMO, eV: 0.42